Entry 1:
C55H39Br2FeNO2P2 | wB97M-V/def2-TZVPD

XYZ file:
```
102
Properties=species:S:1:pos:R:3:forces:R:3:mulliken_charge:R:1
Fe -0.3690 0.1453 0.1066 0.519 0.802 -0.400 0.878
O -1.1140 -1.9910 2.3185 -0.043 -0.011 0.037 1.172
C -1.4895 -1.4975 3.5395 -0.001 0.130 0.252 -0.083
C -2.4738 -2.0371 4.3449 -0.082 -0.120 -0.074 -0.315
C -2.8130 -1.3672 5.5146 0.023 0.043 0.013 -0.862
C -2.2014 -0.1674 5.8407 -0.019 0.041 0.028 -0.834
C -1.2278 0.3690 5.0044 -0.001 0.015 0.024 -0.404
C -0.8418 -0.3047 3.8571 -0.009 0.105 -0.235 -0.549
P 0.4081 0.2044 2.6086 0.339 0.307 0.613 1.444
C 0.9607 1.8665 3.1572 -0.070 0.046 -0.206 0.528
C 0.9169 2.8870 2.2075 -0.014 -0.066 0.099 -0.167
C 1.3223 4.1761 2.5252 0.023 0.004 0.069 -0.676
C 1.7801 4.4604 3.8022 -0.012 -0.013 -0.099 -0.646
C 1.8553 3.4458 4.7481 0.033 0.026 0.079 -0.871
C 1.4589 2.1576 4.4278 0.039 -0.047 0.018 -0.245
C 1.8120 -0.8443 3.1549 -0.041 -0.119 -0.172 0.730
C 2.7217 -1.2631 2.1862 -0.044 0.016 -0.051 0.203
C 3.8539 -1.9794 2.5508 0.025 -0.020 0.074 -0.605
C 4.0789 -2.2918 3.8834 -0.004 0.020 -0.029 -0.594
C 3.1583 -1.9052 4.8499 0.016 -0.018 0.041 -0.843
C 2.0273 -1.1889 4.4897 -0.028 -0.075 -0.059 -0.556
C -1.2642 -3.2802 1.9038 -0.058 -0.198 -0.223 -0.765
C -1.0815 -4.3811 2.7229 0.040 0.020 0.176 -0.469
C -1.1764 -5.6470 2.1686 -0.032 -0.078 -0.032 -0.753
C -1.4499 -5.8079 0.8180 -0.045 0.010 -0.065 -0.943
C -1.6111 -4.6934 0.0061 0.013 -0.001 0.043 -0.236
C -1.5174 -3.4117 0.5390 0.111 0.289 0.099 -0.283
P -1.6799 -1.8478 -0.4357 -0.713 -1.348 -0.387 1.896
C -1.3527 -2.5523 -2.0969 0.288 0.216 0.017 0.222
C -0.0388 -2.9573 -2.3473 -0.041 0.122 0.010 -0.101
C 0.3046 -3.5187 -3.5654 0.014 0.001 0.021 -0.897
C -0.6628 -3.6720 -4.5527 0.003 -0.023 0.002 -0.662
C -1.9616 -3.2489 -4.3183 -0.005 0.013 -0.050 -0.867
C -2.3082 -2.6872 -3.0943 -0.092 -0.023 0.059 -0.395
C -3.4977 -1.6197 -0.4683 0.103 0.278 0.098 0.926
C -3.9729 -0.3378 -0.7454 0.038 -0.098 -0.060 0.112
C -5.3369 -0.0975 -0.8343 -0.010 -0.010 -0.018 -1.187
C -6.2356 -1.1369 -0.6451 0.015 0.012 -0.018 -0.769
C -5.7686 -2.4151 -0.3655 -0.008 -0.037 0.019 -0.777
C -4.4063 -2.6584 -0.2723 0.011 0.042 -0.009 -0.945
H -2.9844 -2.9484 4.0610 0.038 0.009 0.007 0.558
H -3.5714 -1.7862 6.1640 -0.007 0.026 -0.029 0.386
H -2.4925 0.3649 6.7376 0.023 -0.027 -0.020 0.424
H -0.7740 1.3215 5.2446 -0.039 -0.011 -0.001 0.535
H 0.5614 2.6714 1.2119 -0.065 0.018 -0.077 -0.157
H 1.2773 4.9523 1.7714 -0.010 -0.018 0.014 0.473
H 2.0928 5.4659 4.0557 -0.004 -0.023 0.015 0.386
H 2.2333 3.6611 5.7406 -0.008 -0.027 -0.026 0.426
H 1.5604 1.3784 5.1729 -0.017 -0.001 -0.019 0.382
H 2.5446 -1.0083 1.1469 0.068 0.036 0.076 -0.256
H 4.5648 -2.2844 1.7918 -0.050 0.012 0.005 0.457
H 4.9696 -2.8368 4.1716 -0.032 -0.013 -0.004 0.391
H 3.3244 -2.1636 5.8889 -0.016 0.010 -0.018 0.425
H 1.3033 -0.9168 5.2484 0.014 0.021 0.010 0.331
H -0.8553 -4.2534 3.7743 0.014 0.039 -0.055 0.565
H -1.0255 -6.5157 2.7973 -0.017 0.027 -0.004 0.451
H -1.5344 -6.7992 0.3918 0.025 0.020 0.016 0.447
H -1.8118 -4.8202 -1.0496 0.032 -0.011 -0.021 0.618
H 0.7139 -2.8193 -1.5757 0.034 -0.039 -0.053 0.531
H 1.3258 -3.8309 -3.7480 -0.029 0.017 0.007 0.475
H -0.3989 -4.1213 -5.5027 -0.011 0.054 0.021 0.376
H -2.7132 -3.3489 -5.0924 0.020 -0.016 0.033 0.417
H -3.3276 -2.3610 -2.9227 0.031 -0.013 0.003 0.422
H -3.2645 0.4730 -0.8748 -0.068 0.011 0.035 -0.019
H -5.6948 0.9036 -1.0397 0.024 -0.006 0.012 0.511
H -7.3010 -0.9519 -0.7110 0.029 -0.007 0.010 0.386
H -6.4682 -3.2286 -0.2167 0.012 0.024 0.007 0.458
H -4.0543 -3.6561 -0.0467 0.000 -0.024 0.007 0.424
Br 4.6764 -0.1967 -0.7229 -0.012 0.026 -0.100 -0.192
C 3.3466 -0.0157 -2.0609 -0.119 0.015 0.306 0.291
C 3.7340 -0.0260 -3.4065 -0.118 0.016 -0.113 -0.495
C 2.7993 0.1001 -4.3950 0.210 -0.021 -0.157 0.138
Br 3.3746 0.0661 -6.2102 -0.037 0.011 0.092 -0.251
C 1.4313 0.2607 -4.0857 -0.156 0.028 0.190 1.206
C 0.3934 0.4417 -5.0245 -0.034 -0.020 0.000 -1.209
C -0.8894 0.6198 -4.5879 -0.013 0.013 -0.110 -1.164
C -1.1546 0.5935 -3.2098 -0.058 -0.065 0.178 -0.224
N -0.2214 0.4052 -2.3100 -0.042 -0.074 -0.056 0.724
C 1.0592 0.2633 -2.7196 0.130 -0.020 -0.155 -0.533
C 2.0222 0.1261 -1.6575 0.095 -0.025 -0.224 -0.410
O 1.6176 0.1489 -0.4342 -0.301 -0.085 0.395 -0.416
H 4.7810 -0.1236 -3.6565 -0.001 -0.039 0.011 0.443
H 0.6257 0.4439 -6.0810 0.005 0.015 0.007 0.335
H -1.6990 0.7806 -5.2878 0.013 -0.026 0.028 0.475
H -2.1647 0.7282 -2.8333 0.034 0.009 -0.058 0.255
C -4.4841 2.9323 2.9298 0.010 0.064 -0.034 -0.957
C -3.9721 1.6202 2.8516 -0.006 -0.112 0.023 -0.713
C -3.0445 1.3049 1.8979 -0.030 0.078 0.110 0.031
C -2.5474 2.2690 0.9865 -0.048 0.203 -0.056 1.754
C -1.5189 1.9305 0.0493 0.269 -0.227 -0.143 -1.131
C -1.1368 2.9298 -0.8250 -0.229 0.100 0.280 0.862
C -1.7219 4.2212 -0.8170 0.064 -0.021 0.002 -1.170
C -2.6759 4.5440 0.1022 0.008 0.104 -0.058 -0.985
C -3.1056 3.5768 1.0419 0.015 -0.173 0.079 1.061
C -4.0702 3.8798 2.0347 -0.068 0.016 0.030 -0.864
H -5.2104 3.1843 3.6938 0.009 -0.014 -0.032 0.397
H -4.3143 0.8640 3.5505 0.007 0.019 -0.047 0.502
H -2.6788 0.2876 1.8144 0.047 -0.032 0.044 -0.078
H -0.3344 2.7558 -1.5291 0.038 -0.034 -0.132 0.482
H -1.3973 4.9568 -1.5454 0.009 0.014 0.037 0.423
H -3.1143 5.5366 0.1251 0.007 -0.035 0.014 0.372
H -4.4767 4.8862 2.0761 0.030 -0.050 -0.005 0.409
```
Forces are in eV/Å.

Results
HOMO (spin up / spin down) in Ha: -0.264 / -0.268
Lowest unoccupied orbital energy (spin up / spin down) in eV: 0.25 / 0.05
Relative energy (zero: lowest compared OMol25 entry of this formula, charge and spin) in eV: 0.071
Multiplicity: 5
Charge: 0
Gap between HOMO and LUMO (spin up / spin down) in Ha: 0.2734 / 0.2700
Expectation value of S²: 6.02

***

Entry 2:
C9H6NO3P | wB97M-V/def2-TZVPD

XYZ file:
```
20
Properties=species:S:1:pos:R:3:forces:R:3:mulliken_charge:R:1
C 0.2573 0.9714 -2.4071 3.072 0.935 4.315 -1.168
C 0.8098 0.7927 -1.1289 -0.905 0.865 -0.617 0.040
C 1.3590 2.2044 -0.2861 -3.017 -1.693 0.597 0.295
O 2.2329 3.0075 -0.3208 1.864 -0.401 -1.847 -0.508
P 0.0350 2.5174 0.9739 -1.115 0.746 4.090 0.732
O 0.6101 3.1739 2.2650 -0.184 0.045 -2.583 -0.834
O -1.0961 3.2410 0.2357 1.193 -0.910 0.185 -0.804
N -0.3291 1.0143 1.6145 -0.589 -1.677 -1.155 -0.817
C -0.2937 -0.2121 1.0357 -0.915 5.432 1.288 0.683
C -1.1030 -1.2284 1.5906 0.752 -1.089 -0.998 -0.663
C -0.9181 -2.4727 1.0864 0.724 -2.912 0.146 -0.025
C -0.0962 -2.8900 -0.0084 -0.804 4.180 1.195 -1.322
C 0.4040 -1.7281 -0.6506 0.757 -0.694 -0.831 -0.232
C 0.3773 -0.4156 -0.1894 0.433 -0.612 -2.345 0.474
H 0.3773 1.8694 -2.9604 0.611 0.941 -0.130 0.309
H -0.3488 0.3269 -2.9030 -1.840 -2.401 -0.840 0.422
H -1.8680 -1.1325 2.3416 0.318 0.710 0.364 0.387
H -1.2901 -3.2689 1.7073 -0.855 -0.584 0.064 0.266
H 0.0175 -3.8616 -0.3932 0.007 -1.006 -0.246 0.412
H 0.8627 -1.9091 -1.6030 0.494 0.124 -0.654 0.354
```
Forces are in eV/Å.

Results
HOMO in Ha: 0.021
Lowest unoccupied orbital energy in eV: 6.03
SMILES string: C=C1C(=O)P([O-])([O-])=Nc2ccccc21
Relative energy (zero: lowest compared OMol25 entry of this formula, charge and spin) in eV: 0.000
Multiplicity: 1
Charge: -2
Gap between HOMO and LUMO in Ha: 0.2006

***

Entry 3:
C2H9NO3 | wB97M-V/def2-TZVPD

XYZ file:
```
15
Properties=species:S:1:pos:R:3:forces:R:3:mulliken_charge:R:1
N -0.1545 1.4718 0.2010 -0.420 0.166 -0.310 -0.559
C -0.4603 0.1049 -0.2583 0.786 0.632 0.503 -0.309
C 0.1257 -0.2837 -1.5972 -0.581 0.517 1.001 0.125
O 0.3265 -1.4295 -1.8796 0.241 0.019 -0.500 -0.433
H -0.1488 2.1489 -0.5589 -0.211 -0.089 0.118 0.215
H -0.8872 1.7389 0.8613 0.377 0.170 -0.307 0.244
H -1.5193 -0.0991 -0.3695 -0.480 -0.063 0.077 0.244
H -0.0456 -0.4919 0.5389 -0.110 -0.916 -0.091 0.257
H 0.2152 0.5956 -2.2743 0.368 -0.416 -0.382 0.233
O -1.5761 -4.1695 -0.3580 -0.046 -0.403 0.606 -0.655
H -1.0307 -3.3804 -0.4130 -0.139 0.045 -0.527 0.337
H -2.1466 -4.2533 -1.1249 0.248 0.398 -0.138 0.315
O 2.6072 2.9985 2.5573 0.001 0.087 0.035 -0.661
H 2.8285 2.0789 2.7313 -0.056 0.007 -0.060 0.319
H 1.8658 2.9701 1.9439 0.020 -0.154 -0.026 0.327
```
Forces are in eV/Å.

Results
HOMO in Ha: -0.380
Lowest unoccupied orbital energy in eV: 0.49
SMILES string: NCC=O.O.O
Relative energy (zero: lowest compared OMol25 entry of this formula, charge and spin) in eV: 1.962
Multiplicity: 1
Charge: 0
Gap between HOMO and LUMO in Ha: 0.3975